(1)
The following is a DFT calculation (ωB97M-V/def2-TZVPD) of a structure of composition C33H25AsN6O4P2S5Se2Ta.

Geometry as ORCA input:
```
! RIJCOSX wB97M-V def2-TZVPD def2/J DEFGRID3
* xyz -1 1
O 1.053 -0.861 -7.826
H -0.551 -2.417 6.415
H -3.220 -0.965 -0.671
S 3.786 1.339 0.521
H -5.162 3.938 0.419
N -0.076 -1.930 -0.123
C -4.121 -4.437 0.740
N 3.774 2.443 -2.315
C 0.352 -3.749 4.994
H 0.871 -4.327 5.747
C 2.262 3.267 4.189
H -4.371 -5.410 1.142
H 0.002 -3.552 1.638
O 4.726 -0.147 -5.427
H -1.195 3.965 2.009
C -0.441 -2.677 5.369
H 1.755 4.321 1.014
C 1.550 2.077 4.149
S 2.644 -1.490 2.245
H 1.528 1.425 5.011
C -3.469 -1.945 -0.279
C 4.055 3.354 -3.008
C 1.756 -0.341 -5.673
C 0.956 2.522 1.869
C -0.796 0.081 -3.147
C -1.918 3.578 1.304
H -1.710 -1.078 4.678
C -3.790 2.555 -0.475
N 1.150 -0.249 -0.688
C 2.530 -0.069 -4.591
H -5.378 -4.644 -0.982
C 2.319 4.088 3.072
H -0.769 -0.473 -2.214
H -4.521 2.145 -1.158
As 4.201 -0.887 0.999
Ta 3.037 0.680 -1.576
C -0.943 -2.239 3.056
C 0.888 1.703 2.992
H 2.791 3.548 5.089
H -2.225 1.263 -1.148
Se -2.857 0.382 2.643
C -2.895 -2.376 0.914
C -4.149 3.558 0.415
S 6.215 -1.068 1.437
C -4.684 -4.008 -0.449
N 1.748 0.128 -3.473
C 0.218 0.230 0.178
S 4.406 4.606 -3.931
C 3.996 0.009 -4.446
P -1.804 -1.238 1.810
H 0.345 0.767 2.966
C -4.355 -2.757 -0.960
H -3.496 4.847 1.997
H 2.893 5.004 3.096
H -2.783 -3.968 2.348
C -0.143 -3.319 2.683
C -1.561 2.568 0.422
H -0.328 -0.512 -5.779
O 4.370 0.219 -3.252
P 0.147 2.004 0.357
C -3.225 -3.623 1.423
C -2.499 2.062 -0.473
Se 1.059 2.749 -1.441
C -0.541 -0.858 0.570
C -3.216 4.069 1.301
C -1.091 -1.923 4.403
S 3.956 -1.459 -1.178
C 0.500 -4.069 3.652
H -1.605 -0.314 -3.759
N 0.927 -1.552 -0.852
C 0.485 -0.042 -3.882
C 1.675 3.713 1.905
C 1.999 -0.642 -7.104
H -4.793 -2.417 -1.889
H 3.878 -0.457 -6.734
H 1.144 -4.883 3.353
O 3.248 -0.652 -7.503
N 0.474 -0.318 -5.196
H -0.985 1.133 -2.934
*
```

## Properties
highest occupied orbital energy: -5.385 eV
ΔE to the lowest compared entry with this formula, charge and spin: 1.1 kJ/mol
LUMO: 0.9 eV
calculated total energy: -317605.1345 eV
frontier orbital gap: 6.3 eV


(2)
The following is a DFT calculation (ωB97M-V/def2-TZVPD) of a cluster of 2 separate species, CH2INO2 in total.

Geometry as ORCA input:
```
! RIJCOSX wB97M-V def2-TZVPD def2/J DEFGRID3
* xyz 0 1
H -0.568 -0.081 -0.441
C 1.420 -0.345 0.792
H 1.631 0.619 -1.041
O 1.498 -1.004 1.720
I -1.827 -1.283 -2.394
O -1.228 -0.802 -0.582
N 1.425 0.395 -0.120
*
```

## Properties
highest occupied orbital energy: -9.491 eV
structure (SMILES): N=C=O.OI
ΔE to the lowest compared entry with this formula, charge and spin: 96.2 kJ/mol
LUMO: -0.7 eV
calculated total energy: -14753.7365 eV
frontier orbital gap: 8.8 eV


(3)
The following is a DFT calculation (ωB97M-V/def2-TZVPD) of a cluster of 2 separate species, C2H6FN in total.

Geometry as ORCA input:
```
! RIJCOSX wB97M-V def2-TZVPD def2/J DEFGRID3
* xyz 0 1
C 0.271 -0.831 -0.793
F -1.597 -0.987 1.053
C -0.095 0.994 0.533
H -0.662 1.432 1.214
N -0.717 0.021 -0.275
H 1.192 -0.375 -0.569
H 0.777 0.543 1.171
H 0.276 -1.807 -0.248
H 0.211 -0.846 -1.933
H 0.343 1.855 -0.153
*
```

## Properties
highest occupied orbital energy: -10.602 eV
ΔE to the lowest compared entry with this formula, charge and spin: 384.9 kJ/mol
LUMO: -1.1 eV
calculated total energy: -6374.6681 eV
frontier orbital gap: 9.5 eV


(4)
The following is a DFT calculation (ωB97M-V/def2-TZVPD) of the ion CHOS with charge -1.

Geometry as ORCA input:
```
! RIJCOSX wB97M-V def2-TZVPD def2/J DEFGRID3
* xyz -1 1
H 0.075 -1.036 0.513
C 0.225 -0.024 0.093
O 1.136 0.778 0.097
S -1.436 0.282 -0.703
*
```

## Properties
highest occupied orbital energy: -2.833 eV
structure (SMILES): [O-]C=S
ΔE to the lowest compared entry with this formula, charge and spin: 16.3 kJ/mol
LUMO: 4.3 eV
calculated total energy: -13936.7411 eV
frontier orbital gap: 7.2 eV


(5)
The following is a DFT calculation (ωB97M-V/def2-TZVPD) of a cluster of 2 separate species, C7H8N3P in total.

Geometry as ORCA input:
```
! RIJCOSX wB97M-V def2-TZVPD def2/J DEFGRID3
* xyz 0 1
N -2.315 1.486 -0.095
H 3.066 -1.439 1.232
H -4.079 -0.738 -1.063
H 2.986 -1.044 -1.643
C 2.756 -0.663 0.631
H 1.837 2.509 0.246
C 2.169 0.753 -1.068
H 1.989 1.132 -1.974
N -0.305 0.878 0.073
H 2.289 0.797 2.270
H -3.599 -1.594 0.460
C -3.824 -0.573 -0.027
C -2.448 0.117 0.073
C 2.706 -0.471 -0.819
C 2.338 0.489 1.270
C 2.005 1.385 0.267
N -1.093 1.863 -0.085
H -4.526 0.072 0.268
P -0.893 -0.662 0.022
*
```

## Properties
highest occupied orbital energy (spin up / spin down): -8.503 / -8.504 eV
ΔE to the lowest compared entry with this formula, charge and spin: 285.3 kJ/mol
LUMO (spin up / spin down): -2.4 / -2.4 eV
calculated total energy: -21141.6114 eV
frontier orbital gap (spin up / spin down): 6.1 / 6.1 eV


(6)
The following is a DFT calculation (ωB97M-V/def2-TZVPD) of an isolated molecule of C12H13F12N3O2S.

Geometry as ORCA input:
```
! RIJCOSX wB97M-V def2-TZVPD def2/J DEFGRID3
* xyz 0 1
F 4.188 -2.713 -2.530
F 4.551 -4.773 -1.781
C -0.261 -0.420 -0.270
H -0.054 3.674 0.785
C 0.707 -0.374 -1.462
H -1.260 -0.649 -0.644
N 0.294 -0.810 3.480
F -3.645 0.329 -0.540
C -1.129 0.720 1.870
N 2.146 1.535 1.159
F -5.501 0.592 0.530
C -2.476 -0.076 1.772
F 0.362 -2.679 -1.719
F 3.292 -1.071 -0.706
C 1.062 1.266 0.892
O -3.637 0.743 1.670
H -1.136 4.165 -0.518
S 3.600 -3.596 -1.345
F 1.952 -2.396 0.346
O 0.793 3.644 -1.052
F 1.746 -1.683 -3.072
C -0.326 0.911 0.520
H -0.531 2.467 2.731
H -2.610 -0.599 2.720
H -2.459 -0.827 0.987
H -1.971 1.938 3.283
C -0.357 3.445 -0.241
H 0.013 -1.222 0.421
H 0.172 -0.089 -2.374
C -0.949 2.042 -0.345
F -4.219 2.277 0.200
H 0.778 3.029 -1.792
C 2.488 -2.123 -0.842
H 1.515 0.346 -1.314
N -1.406 2.033 2.443
H -0.908 1.745 -1.401
F 2.479 -4.177 -2.310
F 3.041 -4.505 -0.175
C 1.313 -1.721 -1.800
F 4.738 -3.067 -0.377
C -4.233 0.979 0.486
C -0.304 -0.125 2.778
H -2.007 2.114 -0.097
*
```

## Properties
highest occupied orbital energy: -10.721 eV
structure (SMILES): N#C[C@@](CCO)(CCC(F)(F)C(F)(F)S(F)(F)(F)(F)F)[C@](N)(C#N)COC(F)(F)F
LUMO: 0.3 eV
calculated total energy: -64663.1003 eV
frontier orbital gap: 11.0 eV


(7)
The following is a DFT calculation (ωB97M-V/def2-TZVPD) of a cluster of 4 separate species, C4H13N2 in total.

Geometry as ORCA input:
```
! RIJCOSX wB97M-V def2-TZVPD def2/J DEFGRID3
* xyz 1 1
C -1.294 1.334 0.896
C 0.761 0.443 1.764
H 2.738 -0.521 1.404
H 2.147 -0.651 -0.095
C 1.968 -0.010 0.906
H 0.755 1.015 2.685
H 3.779 -2.515 -2.577
H -2.464 -0.328 -1.206
H -1.997 0.070 -2.859
N -2.496 -0.566 -2.184
H -2.562 -1.531 -2.328
C -0.288 0.298 0.925
H -0.889 2.064 0.100
H 2.318 0.974 0.455
H -0.125 -0.506 0.147
H -1.199 1.963 1.856
H -2.925 -0.011 1.131
H 4.161 -2.009 -1.488
N -2.388 0.485 0.468
*
```

## Properties
highest occupied orbital energy: -12.970 eV
ΔE to the lowest compared entry with this formula, charge and spin: 1128.7 kJ/mol
LUMO: -8.2 eV
calculated total energy: -7321.7889 eV
frontier orbital gap: 4.8 eV


(8)
The following is a DFT calculation (ωB97M-V/def2-TZVPD) of a cluster of 2 separate species, C3H8N2O in total.

Geometry as ORCA input:
```
! RIJCOSX wB97M-V def2-TZVPD def2/J DEFGRID3
* xyz 0 1
O -2.234 -1.511 -0.188
N 0.608 -0.845 -1.464
H -1.725 0.982 -0.444
H -0.106 1.605 1.713
H -2.108 -2.460 -0.137
C -0.988 0.450 0.142
H 0.332 2.117 0.086
N 1.730 -0.690 -0.939
H 1.977 -1.549 -0.416
C 0.134 1.249 0.712
H 1.049 0.656 0.769
H -0.448 -1.449 0.893
C -1.144 -0.870 0.295
H 0.363 0.002 -2.002
*
```

## Properties
highest occupied orbital energy: -8.363 eV
structure (SMILES): [H]/N=N/[H].C/C=C/O
ΔE to the lowest compared entry with this formula, charge and spin: 360.7 kJ/mol
LUMO: 0.8 eV
calculated total energy: -8265.5881 eV
frontier orbital gap: 9.2 eV


(9)
The following is a DFT calculation (ωB97M-V/def2-TZVPD) of a cluster of 3 separate species, C3H10O2 in total.

Geometry as ORCA input:
```
! RIJCOSX wB97M-V def2-TZVPD def2/J DEFGRID3
* xyz 0 1
H -0.240 -2.126 -1.916
H -0.309 -2.762 -0.260
C 0.675 -0.742 0.904
C 0.873 -0.921 -0.407
H 0.939 0.172 1.412
H 0.613 1.984 1.012
H 1.547 -0.340 -1.016
C 0.298 -2.202 -0.969
H 0.121 -1.433 1.517
O 0.123 2.352 1.715
H -1.398 0.032 -0.959
H -1.651 1.207 -2.019
O -1.519 0.999 -1.085
H 1.167 -2.862 -1.116
H -0.673 2.788 1.422
*
```

## Properties
highest occupied orbital energy: -9.670 eV
structure (SMILES): C=CC.O.O
ΔE to the lowest compared entry with this formula, charge and spin: 103.4 kJ/mol
LUMO: 0.8 eV
calculated total energy: -7367.0046 eV
frontier orbital gap: 10.4 eV